P:
{
  "formula": "C4H11NO3",
  "method": "wB97M-V/def2-TZVPD",
  "symbols": ["O", "H", "O", "O", "H", "H", "H", "C", "H", "H", "H", "C", "C", "H", "H", "C", "H", "H", "N"],
  "xyz": [[-1.1118, -0.6485, -0.0369], [-2.2032, -2.9421, -1.1546], [-2.2556, -2.3628, -1.9121], [0.1888, -1.7076, -2.4259], [2.5768, 0.0781, 0.6927], [-2.0289, -0.4066, -0.2540], [-1.0801, -1.4955, 0.4236], [0.8214, 1.1239, 0.0527], [-0.7872, 2.6441, 0.3993], [0.6952, 0.8218, -0.9682], [2.2802, 0.9474, 2.8766], [-0.0993, 1.9266, 0.8169], [0.3093, 1.8782, 2.1303], [0.5096, -1.3209, -3.2323], [-1.4493, -2.4752, -2.4626], [1.5020, 1.1219, 2.1434], [-0.1605, -1.2179, -1.6506], [-0.0849, 2.2469, 3.0558], [1.7648, 0.6355, 0.9095]],
  "mol_weight_da": 121.14,
  "s2": 0.763,
  "total_charge": 1,
  "multiplicity": 2,
  "e_homo_ev": [-13.6, -13.6],
  "lumo_energy_ev": [-3.55, -7.28]
}

---

Q:
{
  "formula": "C4H11NO3",
  "method": "wB97M-V/def2-TZVPD",
  "symbols": ["H", "O", "H", "H", "H", "N", "H", "H", "H", "O", "H", "C", "H", "H", "C", "C", "O", "H", "C"],
  "xyz": [[2.7568, 1.7614, 1.6887], [-0.0882, 0.6108, -2.3651], [-2.0500, -1.2971, -1.2208], [1.2122, -0.5906, -0.9947], [-0.8505, 0.0171, -2.5086], [-0.1899, -1.0741, 1.9398], [1.3374, -2.3851, 1.1385], [-0.5250, 1.4153, -0.2446], [-2.3292, 0.2283, -1.3631], [2.4658, 1.9643, 0.8040], [-1.2509, 0.8812, 2.2082], [-0.6839, 0.2656, 1.5904], [-0.4656, -1.5677, 2.7299], [0.1686, 0.5978, -3.3180], [-0.3388, 0.4213, 0.2424], [0.6415, -0.5539, -0.0765], [-2.2417, -0.5774, -1.8085], [1.7118, 1.3802, 0.5947], [0.7196, -1.4974, 0.9633]],
  "mol_weight_da": 121.14,
  "s2": 0.766,
  "total_charge": 1,
  "multiplicity": 2,
  "e_homo_ev": [-14.8, -14.7],
  "lumo_energy_ev": [-4.42, -8.18]
}

---

Verdict on stability: P comes out on top.

---

P:
{
  "formula": "C3H10N4S",
  "method": "wB97M-V/def2-TZVPD",
  "symbols": ["H", "N", "N", "S", "N", "C", "H", "H", "C", "C", "N", "H", "H", "H", "H", "H", "H", "H"],
  "xyz": [[2.2491, -2.2982, 0.0313], [0.3866, -1.2704, 0.3238], [-0.5151, 2.2374, -0.0977], [1.9312, 1.1802, 0.1592], [-1.9652, 2.0880, -0.2440], [1.6172, -1.3846, -0.0456], [-0.1974, 3.0420, 0.4056], [-2.4779, 2.8248, 0.2687], [-0.4257, -2.4171, 0.6485], [0.3318, 1.1776, -0.4155], [2.3633, -0.3513, -0.4967], [-2.2890, 1.0874, -0.0403], [-1.4876, -2.1090, 0.5308], [-0.2963, -3.2788, 0.0886], [-2.1869, 2.2773, -1.2602], [3.3079, -0.5847, -0.3263], [-0.1030, 0.5617, -1.1962], [-0.2431, -2.7822, 1.6658]],
  "mol_weight_da": 134.21,
  "total_charge": 2,
  "e_homo_ev": -17.2,
  "lumo_energy_ev": -9.47
}

---

Q:
{
  "formula": "C3H10N4S",
  "method": "wB97M-V/def2-TZVPD",
  "symbols": ["H", "N", "C", "H", "S", "H", "C", "H", "H", "N", "H", "H", "N", "C", "H", "H", "H", "N"],
  "xyz": [[2.5567, -1.6856, -0.4915], [-0.9392, 1.4491, -0.3090], [0.2791, 1.0707, -0.0127], [-0.6613, -1.2588, 1.5482], [2.3183, -0.4765, -0.7630], [0.4901, 2.6467, 1.5597], [-0.7306, -1.9355, 0.6450], [1.8908, 1.3266, 1.2430], [-1.8221, -2.0917, 0.6254], [-0.2327, -1.3188, -0.5407], [-1.9895, 0.0614, -1.4771], [0.0414, -2.0061, -1.2305], [0.7425, -0.2179, -0.3632], [1.0799, 1.9636, 0.8510], [1.7329, 2.5819, 0.0704], [-2.5190, 1.8762, -1.1750], [-0.3183, -3.0313, 0.8562], [-1.9190, 1.0458, -1.0361]],
  "mol_weight_da": 134.21,
  "total_charge": 2,
  "e_homo_ev": [-19.0, -18.9],
  "lumo_energy_ev": [-12.08, -11.78]
}

---

Verdict on stability: P comes out on top.

---

P:
{
  "formula": "CH3BBr2",
  "method": "wB97M-V/def2-TZVPD",
  "symbols": ["H", "H", "Br", "Br", "H", "C", "B"],
  "xyz": [[1.0345, -0.1366, 1.7021], [1.6591, -0.3937, -0.3596], [-0.0703, 1.6950, -0.0255], [-2.4531, -0.6538, 0.0397], [-0.3695, -0.3596, -1.4537], [-0.7892, -0.1111, -0.4222], [0.9885, -0.0402, 0.5193]],
  "mol_weight_da": 185.66,
  "e_homo_ev": -8.7,
  "lumo_energy_ev": 0.20
}

---

Q:
{
  "formula": "CH3BBr2",
  "method": "wB97M-V/def2-TZVPD",
  "symbols": ["H", "C", "Br", "H", "Br", "H", "B"],
  "xyz": [[-0.5256, -0.5488, 1.3794], [-0.6280, -0.3647, 0.3043], [-2.2694, 0.6221, 0.0549], [0.5539, 1.0570, -1.2263], [2.8501, 0.2436, -0.0151], [-0.7521, -1.3429, -0.1667], [0.7712, 0.3336, -0.3304]],
  "mol_weight_da": 185.66,
  "smiles": "BrBCBr",
  "e_homo_ev": -10.4,
  "lumo_energy_ev": -0.38
}

---

Verdict on stability: Q comes out on top.

---

P:
{
  "formula": "C4H4OS2",
  "method": "wB97M-V/def2-TZVPD",
  "symbols": ["C", "C", "H", "H", "H", "C", "C", "H", "S", "O", "S"],
  "xyz": [[-1.2442, -1.4702, -0.5407], [1.6201, 0.6354, 0.8034], [1.4181, 0.5665, 1.8946], [-1.1248, -2.6207, -0.2105], [2.6110, 1.0475, 0.8532], [-0.3655, -0.5009, -0.4753], [-0.7151, 0.9886, -0.6681], [-2.2011, -1.1379, -0.8757], [0.4834, 1.9803, 0.3170], [-1.7972, 1.3676, -1.0984], [1.3154, -0.8562, 0.0006]],
  "mol_weight_da": 132.21,
  "smiles": "C=C1SCSC1=O",
  "e_homo_ev": -8.9,
  "lumo_energy_ev": -0.01
}

---

Q:
{
  "formula": "C4H4OS2",
  "method": "wB97M-V/def2-TZVPD",
  "symbols": ["H", "C", "C", "C", "O", "H", "S", "H", "C", "S", "H"],
  "xyz": [[-0.1415, -1.3107, 0.8938], [0.1223, -0.1025, -0.9676], [-0.1881, 1.1538, -0.2185], [0.9846, -0.1911, -2.4292], [-1.2997, 0.3669, -0.4481], [0.0784, 1.3584, 0.7895], [2.0242, -1.8555, -0.1215], [-0.1040, -2.0822, -0.6637], [0.3501, -1.2929, -0.1182], [2.2102, -1.2720, -2.1635], [-0.0327, 1.9652, -1.0563]],
  "mol_weight_da": 132.21,
  "e_homo_ev": -9.3,
  "lumo_energy_ev": -0.67
}

---

R:
{
  "formula": "C4H4OS2",
  "method": "wB97M-V/def2-TZVPD",
  "symbols": ["O", "C", "S", "H", "C", "H", "C", "H", "H", "S", "C"],
  "xyz": [[0.8083, -1.4826, 0.4564], [1.3247, 0.5465, -0.3188], [-2.9131, 1.6988, 0.1661], [-2.8564, 0.7707, 1.1175], [-0.0181, 0.3064, -0.6209], [1.8887, 1.4292, -0.5391], [1.7794, -0.5746, 0.3327], [2.7429, -0.8259, 0.7305], [-0.7114, 0.9443, -1.1281], [-1.7376, -1.8472, -0.0840], [-0.3073, -0.9656, -0.1122]],
  "mol_weight_da": 132.21,
  "e_homo_ev": [-9.1, -8.4],
  "lumo_energy_ev": [-2.04, -2.34]
}

---

Verdict on stability: P comes out on top.

---

P:
{
  "formula": "C3H6ClF",
  "method": "wB97M-V/def2-TZVPD",
  "symbols": ["H", "C", "H", "F", "C", "H", "H", "H", "C", "Cl", "H"],
  "xyz": [[-0.7694, -0.2967, 1.3932], [-0.6143, -0.9018, 0.3145], [1.4197, 0.5766, 1.0081], [1.8747, -0.8367, -0.3581], [0.4627, -0.3146, -0.4922], [0.8061, 1.8923, -1.2400], [-0.7218, 1.4970, 0.7362], [-0.9679, -1.9100, 0.4924], [0.5648, 0.9649, 0.0273], [-2.2518, -0.2531, -0.3661], [0.1972, -0.4179, -1.5154]],
  "mol_weight_da": 96.53,
  "e_homo_ev": -10.8,
  "lumo_energy_ev": 0.29
}

---

Q:
{
  "formula": "C3H6ClF",
  "method": "wB97M-V/def2-TZVPD",
  "symbols": ["C", "Cl", "H", "H", "H", "H", "F", "H", "H", "C", "C"],
  "xyz": [[0.2076, -1.0430, 0.8055], [0.2102, -1.1950, -1.8160], [1.2174, 1.2942, -0.5130], [-0.4939, 1.5514, 0.5417], [1.3018, -1.3981, 0.7116], [-0.2363, -0.4509, 1.6490], [-1.6069, 0.2142, -0.3816], [-0.2663, -1.8740, 0.6834], [-0.4237, 1.8307, -0.8977], [-0.1079, -0.0972, -0.4103], [0.1980, 1.1678, -0.3726]],
  "mol_weight_da": 96.53,
  "smiles": "CC(C)(F)Cl",
  "e_homo_ev": -11.0,
  "lumo_energy_ev": 0.84
}

---

Verdict on stability: Q comes out on top.